A molecular structure, C39H58GeKN3OPSi3, computed with wB97M-V/def2-TZVPD.

Results
Kohn-Sham gap (alpha / beta) = 1.26 / 2.02 eV
Spin multiplicity = 2
⟨S²⟩ = 0.76
Energy relative to the best compared isomer or geometry (same formula, charge and spin) = 0.0 kcal/mol
M = 811.9 g mol⁻¹
LUMO level (alpha / beta) = 2.0 / 2.0 eV
Net charge = -2

CARTESIAN COORDINATES (ANGSTROEM)
K1 1.546 -0.932 -3.599
C1 5.137 7.074 7.283
C2 5.386 6.459 5.998
C3 4.611 5.360 5.746
C4 4.005 4.663 6.765
C5 3.716 5.237 7.949
C6 4.292 6.531 8.215
P1 3.829 2.841 6.304
C7 5.253 1.992 6.899
C8 5.700 2.289 8.215
C9 7.028 2.018 8.615
C10 7.922 1.438 7.693
C11 7.507 1.051 6.364
C12 6.184 1.313 6.017
C13 2.509 1.824 7.019
C14 1.866 2.031 8.229
C15 0.790 1.256 8.618
C16 0.405 0.179 7.912
C17 1.051 -0.011 6.650
C18 2.133 0.733 6.273
H1 5.635 8.036 7.499
H2 6.043 6.948 5.240
H3 4.464 4.902 4.754
H4 2.898 4.793 8.495
H5 4.136 7.006 9.187
H6 4.972 2.602 8.934
H7 7.257 2.072 9.697
H8 8.939 1.306 8.036
H9 8.209 0.691 5.595
H10 5.825 0.898 5.086
H11 2.246 2.679 8.971
H12 0.251 1.619 9.523
H13 -0.491 -0.347 8.271
H14 0.848 -0.847 5.999
N1 4.502 -1.970 -5.236
C19 5.809 -1.857 -5.536
C20 6.356 -1.118 -4.463
C21 5.246 -0.656 -3.674
N2 4.170 -1.347 -4.028
H15 3.826 -2.514 -5.773
H16 6.201 -2.099 -6.561
H17 7.425 -0.888 -4.372
H18 5.157 -0.040 -2.747
C22 -5.186 5.949 -1.421
N3 -4.041 5.175 -0.696
C23 -4.655 4.457 0.398
C24 -3.378 4.194 -1.598
C25 -2.567 4.774 -2.588
C26 -2.462 6.209 -2.827
C27 -1.497 6.543 -3.749
C28 -0.573 5.707 -4.401
C29 -0.689 4.364 -4.027
C30 -1.760 3.961 -3.338
H19 -4.743 6.878 -1.781
H20 -5.968 6.253 -0.739
H21 -5.559 5.285 -2.231
H22 -3.375 5.857 -0.250
H23 -4.736 5.072 1.281
H24 -3.983 3.612 0.531
H25 -5.611 4.060 0.030
H26 -3.795 3.194 -1.477
H27 2.665 0.478 5.287
H28 -3.069 6.929 -2.289
H29 -1.458 7.532 -4.134
H30 0.042 6.128 -5.162
H31 0.126 3.606 -4.151
O1 -1.262 -1.043 -3.535
C31 -0.114 -4.743 -1.406
Si1 -1.442 -3.935 -2.607
C32 -1.404 -1.900 -2.373
C33 -0.574 -4.134 -4.420
Ge1 -3.438 -5.243 -3.069
Si2 -2.961 -7.354 -4.294
C34 -4.172 -8.569 -3.391
C35 -3.567 -7.266 -6.055
C36 -1.160 -7.803 -4.271
Si3 -5.024 -3.757 -3.993
C37 -6.616 -4.763 -3.727
C38 -4.965 -3.068 -5.796
C39 -5.094 -2.257 -2.834
H32 0.585 -3.970 -1.227
H33 0.290 -5.772 -1.660
H34 -0.430 -4.770 -0.338
H35 -0.771 -1.610 -1.618
H36 -2.340 -1.742 -2.020
H37 -1.474 -1.540 -4.275
H38 -1.290 -4.421 -5.195
H39 0.035 -5.016 -4.502
H40 -0.050 -3.287 -4.819
H41 -5.141 -8.099 -3.170
H42 -3.728 -9.075 -2.473
H43 -4.266 -9.416 -4.063
H44 -3.742 -6.122 -6.234
H45 -4.395 -7.938 -6.307
H46 -2.787 -7.453 -6.862
H47 -0.679 -8.085 -3.280
H48 -0.375 -7.035 -4.582
H49 -1.208 -8.620 -5.001
H50 -6.677 -5.250 -4.697
H51 -7.492 -4.146 -3.455
H52 -6.555 -5.558 -2.889
H53 -4.967 -1.972 -5.926
H54 -5.823 -3.545 -6.186
H55 -4.124 -3.419 -6.432
H56 -4.944 -2.539 -1.747
H57 -6.024 -1.752 -2.992
H58 -4.357 -1.444 -3.009

A molecular structure, C39H59AgBN8SSi, computed with wB97M-V/def2-TZVPD.

Results
Kohn-Sham gap = 6.28 eV
M = 818.8 g mol⁻¹
LUMO level = 2.3 eV
Net charge = -1

CARTESIAN COORDINATES (ANGSTROEM)
Ag1 -0.458 1.329 0.398
C1 -2.859 4.083 -3.120
C2 -1.504 4.224 -2.415
C3 -0.682 5.335 -3.061
C4 -1.727 4.470 -0.952
C5 -2.116 5.657 -0.301
C6 -2.303 5.281 1.013
N1 -2.043 3.962 1.114
N2 -1.678 3.470 -0.084
B1 -2.237 3.117 2.388
N3 -2.883 1.756 2.057
C7 -3.758 1.114 2.853
C8 -4.181 -0.022 2.200
C9 -3.491 -0.005 0.973
N4 -2.710 1.066 0.911
C10 -3.688 -0.940 -0.188
C11 -5.136 -0.811 -0.681
C12 -2.707 -0.672 -1.326
N5 -0.906 2.924 3.151
C13 -0.622 3.459 4.351
C14 0.612 2.992 4.743
C15 1.024 2.145 3.698
N6 0.096 2.120 2.743
C16 2.313 1.372 3.653
C17 2.131 0.016 2.976
C18 3.410 2.192 2.963
H1 -2.728 3.763 -4.157
H2 -3.480 3.348 -2.605
H3 -3.387 5.039 -3.118
H4 -0.963 3.276 -2.499
H5 -1.243 6.274 -3.064
H6 0.247 5.489 -2.519
H7 -0.437 5.081 -4.094
H8 -2.236 6.642 -0.719
H9 -2.609 5.857 1.871
H10 -2.973 3.722 3.127
H11 -4.037 1.517 3.813
H12 -4.869 -0.769 2.562
H13 -3.545 -1.966 0.165
H14 -5.304 0.199 -1.060
H15 -5.342 -1.525 -1.482
H16 -5.841 -0.988 0.132
H17 -2.858 0.335 -1.718
H18 -1.678 -0.738 -0.970
H19 -2.843 -1.397 -2.132
H20 -1.307 4.132 4.839
H21 1.140 3.212 5.657
H22 2.612 1.214 4.696
H23 1.705 0.156 1.985
H24 3.087 -0.505 2.877
H25 1.444 -0.611 3.546
H26 3.120 2.426 1.938
H27 3.588 3.125 3.503
H28 4.342 1.623 2.937
C19 -1.050 -5.643 2.935
C20 -1.349 -6.739 1.911
C21 -2.194 -6.299 0.707
C22 -1.500 -5.331 -0.254
N7 -1.453 -3.984 0.298
C23 -0.483 -3.034 0.335
S1 -0.590 -1.838 1.507
N8 0.505 -2.982 -0.575
C24 1.044 -4.033 -1.413
C25 1.903 -5.055 -0.650
C26 3.326 -4.585 -0.329
C27 3.401 -3.549 0.793
H29 -0.527 -6.067 3.795
H30 -1.973 -5.186 3.298
H31 -0.427 -4.850 2.527
H32 -1.885 -7.546 2.418
H33 -0.408 -7.161 1.543
H34 -3.124 -5.840 1.061
H35 -2.473 -7.189 0.138
H36 -2.053 -5.319 -1.201
H37 -0.495 -5.698 -0.457
H38 -2.153 -3.791 0.995
H39 1.065 -2.148 -0.479
H40 1.650 -3.545 -2.177
H41 0.226 -4.545 -1.923
H42 1.959 -5.966 -1.255
H43 1.404 -5.313 0.290
H44 3.783 -4.185 -1.238
H45 3.909 -5.461 -0.030
H46 2.919 -2.612 0.523
H47 4.441 -3.329 1.040
H48 2.910 -3.923 1.694
C28 3.081 5.385 -2.419
C29 2.569 5.193 -1.141
C30 2.141 3.936 -0.745
C31 2.217 2.825 -1.593
C32 2.716 3.045 -2.877
C33 3.141 4.304 -3.287
Si1 1.706 1.133 -0.818
C34 2.238 -0.178 -2.131
C35 3.167 -1.177 -1.825
C36 3.561 -2.128 -2.759
C37 3.024 -2.113 -4.040
C38 2.077 -1.150 -4.362
C39 1.691 -0.209 -3.419
H49 3.429 6.361 -2.736
H50 2.497 6.028 -0.452
H51 1.738 3.796 0.256
H52 2.808 2.213 -3.566
H53 3.542 4.439 -4.286
H54 3.010 0.998 -0.050
H55 3.608 -1.200 -0.832
H56 4.309 -2.868 -2.495
H57 3.337 -2.846 -4.775
H58 1.645 -1.130 -5.357
H59 0.937 0.527 -3.683

A molecular structure, C39H59As2F2N3O18PSr, computed with wB97M-V/def2-TZVPD.

Results
Kohn-Sham gap = 6.06 eV
Energy relative to the best compared isomer or geometry (same formula, charge and spin) = 25.6 kcal/mol
M = 1164.3 g mol⁻¹
LUMO level = -3.5 eV
Net charge = +1

CARTESIAN COORDINATES (ANGSTROEM)
Sr1 -0.458 1.285 1.452
F1 -0.362 -3.361 -3.809
C1 -1.487 -2.986 -3.149
C2 -1.406 -2.063 -2.161
C3 -2.568 -1.628 -1.508
C4 -2.450 -0.666 -0.400
O1 -1.312 -0.358 -0.012
C5 -3.697 -0.200 0.159
C6 -4.850 -0.758 -0.302
N1 -4.950 -1.692 -1.277
C7 -6.248 -2.211 -1.661
C8 -7.379 -1.250 -1.805
C9 -6.777 -1.885 -3.026
C10 -3.793 -2.147 -1.908
C11 -3.856 -3.132 -2.909
C12 -2.707 -3.561 -3.544
N2 -2.778 -4.543 -4.554
C13 -3.951 -4.599 -5.406
C14 -3.533 -4.792 -6.844
N3 -2.804 -6.136 -6.988
C15 -2.132 -6.568 -5.682
C16 -1.631 -5.346 -4.956
C17 -3.876 0.891 1.206
O2 -5.021 1.198 1.518
O3 -2.785 1.395 1.631
H1 -0.447 -1.642 -1.879
H2 -5.779 -0.426 0.144
H3 -6.473 -3.188 -1.253
H4 -7.169 -0.201 -1.641
H5 -8.354 -1.576 -1.472
H6 -6.163 -1.252 -3.655
H7 -7.342 -2.650 -3.544
H8 -4.808 -3.577 -3.161
H9 -4.497 -3.656 -5.355
H10 -4.659 -5.387 -5.116
H11 -2.824 -4.030 -7.154
H12 -4.374 -4.798 -7.532
H13 -2.098 -6.060 -7.718
H14 -3.456 -6.856 -7.294
H15 -1.330 -7.253 -5.940
H16 -2.887 -7.100 -5.110
H17 -0.913 -4.806 -5.581
H18 -1.081 -5.693 -4.084
O4 1.454 1.346 3.194
H19 1.509 0.491 3.649
H20 2.074 1.292 2.446
O5 -1.191 2.763 3.724
H21 -0.487 3.313 4.104
H22 -1.860 3.361 3.373
F2 1.380 1.468 0.370
C18 -2.392 -0.847 3.977
O6 -1.253 -0.021 3.718
H23 -3.243 -0.534 3.373
H24 -2.667 -0.804 5.031
H25 -2.116 -1.871 3.732
H26 -1.464 0.889 3.988
O7 -1.433 2.739 -0.315
C19 -1.928 3.312 0.533
C20 3.973 -1.376 0.871
C21 2.636 -1.504 0.191
O8 1.769 -2.412 0.946
P1 0.774 -1.644 1.963
O9 -0.245 -2.876 2.320
C22 -1.011 -3.461 1.255
C23 -0.842 -4.954 1.284
O10 1.562 -1.642 3.383
C24 2.069 -2.853 3.994
C25 3.276 -2.510 4.817
H27 4.636 -0.738 0.281
H28 4.445 -2.355 0.989
H29 3.871 -0.923 1.862
H30 2.735 -1.940 -0.801
H31 2.152 -0.526 0.091
H32 -0.683 -3.057 0.296
H33 -2.055 -3.173 1.397
H34 0.189 -5.228 1.049
H35 -1.507 -5.431 0.557
H36 -1.084 -5.344 2.275
H37 2.310 -3.565 3.205
H38 1.273 -3.273 4.605
H39 4.102 -2.174 4.185
H40 3.609 -3.385 5.382
H41 3.044 -1.716 5.531
C26 -0.139 3.760 -3.264
O11 0.895 3.747 -2.273
C27 0.822 4.686 -1.326
O12 -0.055 5.496 -1.212
C28 1.927 4.488 -0.294
C29 3.201 4.492 -0.653
As1 4.802 4.106 0.413
C30 4.722 2.174 0.175
C31 4.032 4.105 2.248
C32 2.764 4.046 2.625
As2 1.128 4.292 1.527
C33 1.006 6.216 1.850
C34 2.333 3.900 4.083
O13 1.270 4.315 4.491
O14 3.206 3.253 4.834
C35 2.814 3.068 6.209
C36 5.164 4.222 3.270
O15 5.216 5.061 4.122
O16 6.123 3.321 3.014
C37 7.288 3.384 3.865
C38 3.654 4.760 -2.080
O17 4.658 4.287 -2.544
O18 2.882 5.645 -2.725
C39 3.305 5.935 -4.071
H42 0.299 4.096 -4.202
H43 -0.958 4.412 -2.983
H44 -0.480 2.733 -3.360
H45 5.187 1.946 -0.783
H46 3.674 1.853 0.186
H47 5.292 1.722 0.988
H48 1.978 6.665 1.669
H49 0.705 6.365 2.884
H50 0.263 6.627 1.168
H51 3.607 2.475 6.651
H52 1.864 2.544 6.259
H53 2.728 4.029 6.709
H54 8.126 3.095 3.241
H55 7.168 2.680 4.683
H56 7.429 4.383 4.260
H57 2.645 6.724 -4.414
H58 3.209 5.051 -4.697
H59 4.338 6.267 -4.084

A molecular structure, C39H59IN2O2S2, computed with wB97M-V/def2-TZVPD.

Results
Kohn-Sham gap = 7.46 eV
M = 779.0 g mol⁻¹
LUMO level = -1.2 eV
Net charge = 0

CARTESIAN COORDINATES (ANGSTROEM)
C1 4.433 -5.456 1.322
C2 4.509 -4.346 2.534
C3 4.984 -2.833 2.005
C4 3.966 -2.230 0.868
C5 4.737 -1.820 -0.557
C6 3.647 -1.670 -1.782
C7 3.393 -0.128 -2.285
C8 2.904 0.911 -1.112
N1 1.435 1.360 -1.265
C9 0.553 0.168 -0.974
C10 -1.046 0.491 -0.837
C11 -1.950 -0.038 -2.136
C12 -2.659 -1.495 -1.891
C13 -3.697 -1.562 -0.624
C14 -4.379 -3.081 -0.465
C15 -3.261 -4.294 -0.561
C16 -1.989 -4.085 0.455
C17 1.290 2.472 -0.251
S1 0.515 3.920 -0.806
S2 1.878 2.460 1.526
C18 1.049 1.129 2.549
C19 -0.131 1.714 3.581
C20 -1.120 0.395 3.861
N2 -2.097 0.609 4.995
I1 -3.640 1.727 4.107
C21 -2.759 -0.771 5.189
O1 -3.638 -0.923 6.199
O2 -2.533 -1.932 4.310
H1 4.684 -6.546 1.734
H2 5.207 -5.150 0.495
H3 3.326 -5.476 0.907
H4 5.284 -4.778 3.330
H5 3.475 -4.281 3.126
H6 6.109 -2.895 1.666
H7 4.963 -2.158 2.984
H8 3.156 -3.039 0.627
H9 3.411 -1.312 1.337
H10 5.153 -0.720 -0.359
H11 5.616 -2.563 -0.777
H12 4.088 -2.259 -2.722
H13 2.660 -2.252 -1.482
H14 4.371 0.285 -2.820
H15 2.518 -0.138 -3.098
H16 3.122 0.404 -0.080
H17 3.593 1.879 -1.220
H18 0.663 -0.562 -1.912
H19 1.028 -0.407 -0.070
H20 -1.324 1.619 -0.701
H21 -1.447 -0.079 0.112
H22 -2.840 0.749 -2.252
H23 -1.335 0.008 -3.138
H24 -3.309 -1.722 -2.866
H25 -1.809 -2.300 -1.869
H26 -4.621 -0.821 -0.712
H27 -3.209 -1.340 0.425
H28 -4.836 -3.133 0.636
H29 -5.279 -3.224 -1.212
H30 -3.756 -5.350 -0.428
H31 -2.835 -4.272 -1.675
H32 -1.305 -5.061 0.400
H33 -1.292 -3.169 0.170
H34 -2.372 -4.000 1.569
H35 0.528 0.277 1.939
H36 1.901 0.646 3.229
H37 0.365 2.102 4.577
H38 -0.718 2.602 3.057
H39 -1.697 0.226 2.830
H40 -0.359 -0.506 4.044
H41 -1.628 -2.366 4.495
C22 -4.065 0.271 -7.092
C23 -5.348 0.319 -7.635
C24 -6.463 0.267 -6.798
C25 -6.293 0.176 -5.416
C26 -5.010 0.132 -4.873
C27 -3.895 0.175 -5.710
H42 -3.196 0.309 -7.744
H43 -5.480 0.397 -8.711
H44 -7.463 0.297 -7.222
H45 -7.162 0.140 -4.764
H46 -4.878 0.063 -3.796
H47 -2.895 0.135 -5.287
C28 -0.690 3.815 -5.089
C29 0.227 4.468 -4.266
C30 1.058 5.456 -4.793
C31 0.965 5.798 -6.142
C32 0.045 5.148 -6.964
C33 -0.779 4.153 -6.439
H48 -1.335 3.042 -4.679
H49 0.295 4.206 -3.213
H50 1.777 5.960 -4.153
H51 1.609 6.572 -6.552
H52 -0.029 5.416 -8.016
H53 -1.492 3.643 -7.081
C34 1.410 1.511 8.876
C35 2.327 2.165 9.699
C36 3.158 3.153 9.172
C37 3.065 3.495 7.822
C38 2.145 2.845 7.000
C39 1.321 1.850 7.525
H54 0.765 0.739 9.286
H55 2.395 1.903 10.751
H56 3.877 3.657 9.812
H57 3.709 4.269 7.412
H58 2.071 3.113 5.949
H59 0.608 1.340 6.883